(1)
This record from the Open Molecules 2025 dataset describes C20H71F8N4O29S4Y as an isolated structure in a non-equilibrium geometry. The level of theory is ωB97M-V/def2-TZVPD.

Cartesian coordinates (Å):
Y (-2.1366, 1.7560, 0.3234)
C (-1.2533, 4.7211, 3.8437)
F (-1.9346, 3.6423, 4.2285)
F (-2.2177, 5.6302, 3.5447)
F (-0.4990, 5.2158, 4.8064)
S (-0.2381, 4.3125, 2.2247)
O (0.0047, 5.5411, 1.5450)
O (0.9981, 3.6777, 2.7136)
O (-1.1146, 3.3619, 1.4823)
C (-1.0926, 4.5823, -3.5958)
F (-1.2882, 3.4290, -4.2581)
F (-0.2309, 5.3450, -4.2815)
F (-2.2247, 5.2314, -3.4956)
S (-0.3835, 4.2663, -1.8564)
O (-1.2626, 3.2288, -1.2453)
O (0.9521, 3.7697, -2.1470)
O (-0.3770, 5.5485, -1.1245)
N (-0.3423, 0.3759, 0.3837)
S (1.2025, 0.5127, 0.5603)
O (2.1388, 0.0783, -0.4677)
O (1.6250, 0.6277, 1.9310)
F (1.1391, 2.0768, 0.1410)
S (-0.1629, -1.3193, 0.2366)
O (0.4448, -2.0167, 1.3234)
O (-0.1425, -1.8033, -1.1267)
F (-1.7155, -1.6157, 0.5841)
O (-4.0211, -2.5534, -0.6302)
H (-3.5373, -3.3807, -0.5445)
H (-3.9840, -2.3441, -1.5696)
O (1.1538, -4.4224, 0.1712)
H (1.0452, -4.5614, -0.7838)
H (1.9173, -3.8346, 0.2345)
O (-2.3914, 1.2452, 2.6033)
H (-2.9867, 1.4526, 3.3303)
H (-1.8585, 0.4919, 2.9291)
O (-2.1733, 0.6175, -1.7839)
H (-1.3889, 0.6925, -2.3411)
H (-2.7588, -0.0043, -2.2693)
O (-1.0067, -0.9539, 3.7857)
H (-0.2220, -0.8754, 4.3361)
H (-1.1089, -1.8990, 3.6348)
O (3.1462, -2.5329, 1.0238)
H (3.4480, -1.8321, 0.4194)
H (2.7934, -2.0656, 1.7849)
O (3.4873, 1.7644, 0.5480)
H (2.6747, 2.2528, 0.7632)
H (3.7071, 1.2912, 1.3564)
O (2.6017, 5.7898, 0.0484)
H (2.4823, 4.8374, 0.0980)
H (3.5550, 5.9111, 0.0244)
O (-3.9863, 0.1732, 0.4220)
H (-3.9278, -0.8002, 0.4009)
H (-4.7147, 0.3619, 1.0240)
O (4.4294, -0.6645, -0.5542)
H (4.0170, 0.1660, -0.2608)
H (5.3632, -0.4608, -0.6484)
C (1.6085, 0.7234, 6.8605)
C (1.5264, 1.2472, 5.4546)
O (0.4190, 2.0888, 5.2160)
O (0.5152, -0.1569, 7.1283)
H (1.8002, 1.4367, 7.6598)
H (2.4213, -0.0111, 6.8749)
H (1.5593, 0.3636, 4.8065)
H (2.4492, 1.7996, 5.2535)
H (0.6607, 2.6858, 4.5031)
H (0.7571, -0.9528, 6.6498)
C (4.4537, 3.8085, 2.2664)
C (5.5479, 4.2793, 1.3210)
O (5.2401, 5.5106, 0.6586)
O (3.3390, 3.1125, 1.6966)
H (4.0291, 4.6438, 2.8256)
H (4.9713, 3.1344, 2.9564)
H (5.8756, 3.4793, 0.6515)
H (6.4721, 4.5274, 1.8494)
H (6.0241, 6.0408, 0.8103)
H (2.4979, 3.3771, 2.1350)
C (5.1761, 1.8274, -2.9783)
C (3.7582, 2.1757, -2.6506)
O (3.4423, 3.5028, -3.0523)
O (5.5290, 1.8147, -4.3957)
H (5.3957, 0.8069, -2.6624)
H (5.8990, 2.4345, -2.4294)
H (3.7008, 2.0573, -1.5634)
H (3.0582, 1.4459, -3.0657)
H (2.5442, 3.7267, -2.7632)
H (5.3802, 2.6756, -4.7970)
C (-4.7409, -3.9203, -3.7950)
C (-3.7519, -2.9855, -4.6038)
C (-2.9808, -1.8774, -3.8533)
O (-3.7818, -1.0135, -3.0818)
C (-4.6412, -0.1414, -3.7740)
N (-2.8495, -3.8879, -5.3164)
H (-5.5284, -3.3760, -3.2739)
H (-4.0965, -4.2680, -2.9821)
H (-5.0948, -4.8091, -4.3105)
H (-4.3472, -2.4771, -5.3700)
H (-2.4063, -1.3596, -4.6289)
H (-2.1817, -2.2776, -3.2242)
H (-5.5478, -0.6348, -4.1275)
H (-4.1119, 0.3168, -4.6122)
H (-4.9675, 0.6521, -3.1020)
H (-2.3695, -3.3751, -6.0506)
H (-3.3563, -4.5570, -5.8835)
C (-4.1025, -3.9678, 2.4548)
C (-5.3574, -3.2985, 3.1273)
C (-4.8785, -2.1534, 4.0618)
O (-4.2383, -2.7902, 5.1483)
C (-3.6370, -1.8825, 6.0750)
N (-6.2119, -2.9419, 1.9472)
H (-3.4198, -4.2866, 3.2459)
H (-3.5189, -3.2813, 1.8401)
H (-4.3890, -4.8333, 1.8580)
H (-5.8398, -4.0354, 3.7665)
H (-5.7545, -1.6329, 4.4644)
H (-4.3229, -1.3595, 3.5520)
H (-2.9982, -1.1978, 5.5150)
H (-3.0993, -2.4312, 6.8455)
H (-4.3776, -1.2994, 6.6296)
H (-5.8107, -2.1882, 1.4042)
H (-6.1509, -3.7437, 1.3345)
C (0.9869, -2.9123, -4.7030)
C (1.7626, -3.7792, -3.7273)
C (3.0171, -3.0442, -3.2173)
O (3.9495, -2.7796, -4.2373)
C (5.0590, -2.0079, -3.7818)
N (0.9632, -4.1566, -2.5256)
H (0.9772, -1.9136, -4.2570)
H (-0.0637, -3.1954, -4.7960)
H (1.4534, -2.8583, -5.6857)
H (2.0115, -4.7057, -4.2463)
H (3.5418, -3.6636, -2.4820)
H (2.7896, -2.1134, -2.6845)
H (4.6396, -1.0458, -3.4700)
H (5.7496, -1.8582, -4.6070)
H (5.5342, -2.3520, -2.8600)
H (0.6061, -3.3423, -2.0369)
H (0.1883, -4.6005, -3.0088)

## Properties
E_tot   -153347.77209 eV
Frontier orbital gap   5.6 eV
2S+1   1
Charge   0
Maximum force   0.2230 hartree/bohr

Results of the Mulliken charge analysis, in e, for atoms 1 through 8:
1. Y 1.5989
2. C 0.2168
3. F -0.1376
4. F -0.2301
5. F -0.1762
6. S 1.8408
7. O -0.5307
8. O -1.0517

=====

(2)
This record from the Open Molecules 2025 dataset describes C50H50As2FeI2N3OSe as an isolated structure. The level of theory is ωB97M-V/def2-TZVPD.

Cartesian coordinates (Å):
Fe (0.9595, 1.0243, 0.0676)
C (-1.0423, -0.1493, -2.2940)
C (-1.9498, 1.0776, -2.0859)
As (-1.2463, 2.2787, -0.7028)
C (-2.7418, 3.3277, -0.1399)
C (-2.6635, 3.9984, 1.0766)
C (-3.7018, 4.8308, 1.4706)
C (-4.8153, 4.9844, 0.6552)
C (-4.8932, 4.3076, -0.5544)
C (-3.8575, 3.4732, -0.9557)
C (-0.3262, 3.6235, -1.7619)
C (-0.9311, 4.2411, -2.8486)
C (-0.2319, 5.1827, -3.5937)
C (1.0743, 5.5112, -3.2548)
C (1.6768, 4.9162, -2.1528)
C (0.9710, 3.9805, -1.4093)
As (0.7571, 0.4440, -2.7831)
C (0.5164, 0.8344, -4.6535)
C (0.0928, -0.1837, -5.5037)
C (-0.1316, 0.0978, -6.8425)
C (0.0740, 1.3857, -7.3306)
C (0.5126, 2.3902, -6.4823)
C (0.7339, 2.1171, -5.1369)
C (1.7730, -1.2040, -2.9238)
C (1.4709, -2.3598, -2.2122)
C (2.2862, -3.4840, -2.3200)
C (3.4075, -3.4561, -3.1364)
C (3.7147, -2.3011, -3.8480)
C (2.9049, -1.1784, -3.7383)
H (-1.4560, -0.8056, -3.0599)
H (-0.9596, -0.7095, -1.3638)
H (-2.9441, 0.7483, -1.7884)
H (-2.0481, 1.6597, -3.0025)
H (-1.7965, 3.8776, 1.7154)
H (-3.6419, 5.3589, 2.4135)
H (-5.6259, 5.6316, 0.9636)
H (-5.7607, 4.4288, -1.1899)
H (-3.9353, 2.9469, -1.8986)
H (-1.9565, 4.0100, -3.1130)
H (-0.7101, 5.6628, -4.4383)
H (1.6185, 6.2409, -3.8406)
H (2.6845, 5.1920, -1.8688)
H (1.4395, 3.5548, -0.5248)
H (-0.0448, -1.1936, -5.1356)
H (-0.4626, -0.6885, -7.5080)
H (-0.1019, 1.6000, -8.3767)
H (0.6893, 3.3872, -6.8649)
H (1.0796, 2.8994, -4.4744)
H (0.6135, -2.3889, -1.5556)
H (2.0412, -4.3825, -1.7651)
H (4.0385, -4.3315, -3.2244)
H (4.5845, -2.2766, -4.4923)
H (3.1572, -0.2817, -4.2936)
I (1.7218, 3.3125, 4.6923)
C (3.0372, 2.2200, 3.5714)
C (4.2810, 1.8800, 4.0617)
C (5.1739, 1.1164, 3.3063)
I (6.9690, 0.6559, 4.1559)
C (4.8341, 0.6565, 1.9738)
C (5.6824, -0.0877, 1.1351)
C (5.2367, -0.4628, -0.1064)
C (3.9409, -0.1183, -0.5048)
N (3.1268, 0.5813, 0.2730)
C (3.5763, 0.9695, 1.4791)
C (2.6317, 1.7736, 2.2594)
O (1.5174, 2.0260, 1.7660)
H (4.5659, 2.2045, 5.0529)
H (6.6755, -0.3565, 1.4711)
H (5.8676, -1.0235, -0.7822)
H (3.5578, -0.4246, -1.4687)
C (1.9747, -1.0409, 4.7159)
C (0.6691, -1.7966, 4.9329)
C (-0.5092, -0.8671, 5.2210)
C (-1.0409, -0.1280, 3.9976)
N (-1.7016, -1.0284, 3.0422)
C (-1.2073, -1.4866, 1.8816)
Se (0.5064, -1.0844, 1.2271)
N (-2.1017, -2.3200, 1.3339)
C (-1.9610, -3.0811, 0.0877)
C (-1.7612, -4.5694, 0.3481)
C (-0.5833, -4.8577, 1.2801)
C (-0.1188, -6.3073, 1.1803)
C (-3.2202, -2.4034, 2.1708)
C (-4.4110, -3.1110, 2.0477)
C (-5.3239, -2.9634, 3.0740)
C (-5.0603, -2.1373, 4.1802)
C (-3.8786, -1.4313, 4.2897)
C (-2.9650, -1.5884, 3.2541)
H (2.8063, -1.7298, 4.5547)
H (2.2157, -0.4204, 5.5839)
H (1.9083, -0.3935, 3.8377)
H (0.7846, -2.4869, 5.7700)
H (0.4530, -2.4148, 4.0552)
H (-0.2113, -0.1083, 5.9510)
H (-1.3262, -1.4355, 5.6722)
H (-0.2460, 0.3846, 3.4582)
H (-1.7800, 0.6173, 4.2903)
H (-1.0972, -2.6806, -0.4318)
H (-2.8446, -2.8872, -0.5214)
H (-1.5885, -5.0422, -0.6231)
H (-2.6740, -5.0112, 0.7541)
H (-0.8739, -4.6407, 2.3126)
H (0.2444, -4.1841, 1.0353)
H (-0.9577, -6.9974, 1.2944)
H (0.6134, -6.5469, 1.9516)
H (0.3399, -6.5054, 0.2086)
H (-4.6216, -3.7390, 1.1925)
H (-6.2634, -3.4984, 3.0271)
H (-5.7988, -2.0570, 4.9666)
H (-3.6803, -0.7939, 5.1416)

## Properties
E_tot   -296780.12298 eV
<S²>   8.791
Frontier orbital gap (spin up / spin down)   7.2 / 5.4 eV
2S+1   6
Charge   +2
Maximum force   0.0151 hartree/bohr
Energy above the lowest of the compared OMol25 structures with the same formula, charge and spin   0.0000 eV

Results of the Mulliken charge analysis, in e, for atoms 1 through 8:
1. Fe 1.8309
2. C -0.1637
3. C -1.4526
4. As 0.5728
5. C 0.6831
6. C -0.6239
7. C -0.6757
8. C -0.5090

=====

(3)
This record from the Open Molecules 2025 dataset describes an isolated ion of composition C8H12N3O and charge +1 in a non-equilibrium geometry. The level of theory is ωB97M-V/def2-TZVPD.

Cartesian coordinates (Å):
C (-1.0098, -1.7305, -0.1203)
C (0.2914, -2.0173, -0.1728)
C (-1.6031, -0.3648, 0.0495)
C (1.0118, 2.2700, -1.0015)
C (1.4620, -0.5000, 1.4997)
C (1.3416, -0.9983, 0.0678)
C (1.0761, 0.4255, 0.4910)
C (-3.5618, 0.8376, 0.1032)
N (-0.9744, 0.7684, 0.1630)
N (1.5280, 1.6559, -0.0105)
N (2.5707, -1.0130, -0.6884)
O (-2.9538, -0.4988, 0.1092)
H (-1.7020, -2.4775, -0.3415)
H (0.6401, -2.9775, -0.4776)
H (1.2999, 3.2363, -1.3655)
H (0.2759, 1.6921, -1.5467)
H (0.7836, -0.9410, 2.2827)
H (2.5150, -0.2452, 1.8983)
H (-3.0219, 1.2814, 0.9505)
H (-4.6347, 0.7183, 0.3823)
H (-3.4957, 1.4065, -0.8602)
H (3.5067, -1.4081, -0.2808)
H (2.2449, 2.2410, 0.4626)
H (2.4095, -1.3612, -1.5939)

## Properties
E_tot   -14996.20890 eV
Frontier orbital gap (spin up / spin down)   7.6 / 7.6 eV
2S+1   1
Charge   +1
Maximum force   0.1342 hartree/bohr
Energy above the lowest of the compared OMol25 structures with the same formula, charge and spin   5.7711 eV

Results of the Mulliken charge analysis, in e, for atoms 1 through 8:
1. C -0.4436
2. C -0.9258
3. C 0.7452
4. C -0.2160
5. C -0.9695
6. C 0.9434
7. C 0.3785
8. C -0.6166

=====

Which value of 2S+1 does entry 2 give? 6